Entry 1:
Density functional theory data (wB97M-V/def2-TZVPD) for 8 unconnected molecules or ions with the total composition C47H93BBrN2O11P in a non-equilibrium geometry.

The geometry in XYZ format:
```
156
Properties=species:S:1:pos:R:3
Br -0.774 3.488 4.259
P 1.469 3.184 4.373
O -2.608 3.971 -1.044
O 3.265 -2.528 9.164
O 4.697 -0.700 3.620
O 1.979 4.209 3.170
O 6.415 1.535 4.600
O -6.082 -5.427 -6.327
O -5.233 0.742 -2.870
O 1.431 7.093 1.620
O -0.868 -0.694 -6.860
O -5.072 0.129 6.467
O -0.319 0.840 5.996
N 3.050 -0.017 5.097
N 0.412 -1.456 6.122
C -4.846 2.912 -1.978
C -0.939 0.265 -7.592
C -3.872 2.180 6.532
C -1.284 1.636 -7.062
C -1.945 4.838 -0.520
C 1.997 -4.324 -4.030
C -2.800 -2.522 -5.769
C -1.775 4.903 0.977
C 0.278 -2.556 5.165
C 1.697 0.181 4.462
C 2.128 7.950 2.115
C 3.387 1.386 3.207
C 3.872 0.077 3.886
C -4.098 -1.825 -5.284
C 1.892 1.525 3.680
C -2.777 -4.053 -5.555
C -0.434 -3.947 -4.504
C 2.423 -0.062 0.230
C 2.976 -2.679 -2.404
C 5.010 -1.560 10.455
C 3.672 -0.533 -3.638
C -5.754 0.961 -0.561
C 4.132 -1.932 -3.121
C 4.114 0.644 -2.741
C -6.362 -6.602 -6.376
C -5.274 1.466 -1.901
C 3.784 0.422 0.782
C 2.332 8.033 3.607
C -4.635 -2.344 -3.933
C -0.689 0.145 -9.076
C 2.021 0.403 -1.196
C -4.957 1.253 6.038
C -1.251 5.902 -1.335
C 3.593 1.661 1.690
C -7.558 -7.159 -5.642
C 2.989 1.331 -1.942
C -5.892 1.794 4.982
C 5.818 2.076 3.739
C 2.894 -4.172 -2.778
C -5.530 -7.577 -7.174
C 2.830 8.981 1.266
C 4.456 -2.378 9.314
C 1.377 -1.723 7.203
C 5.453 -2.999 8.367
C -1.853 -4.533 -4.417
C 4.345 2.460 3.882
C 0.555 -4.720 -3.615
B 0.555 -0.126 5.527
H 4.199 -0.409 -4.589
H -0.720 4.811 1.236
H 5.003 -1.834 -2.476
H 0.855 -3.418 5.514
H 2.363 -5.106 -4.699
H 6.107 -3.684 8.910
H 4.376 -2.518 -4.011
H -2.322 4.082 1.438
H 2.399 1.926 -2.644
H -4.012 3.095 -1.297
H 3.422 2.047 -1.235
H 2.419 -4.701 -1.948
H 0.153 0.776 -9.366
H 4.242 -0.419 1.301
H -6.028 -0.089 -0.648
H 4.188 -1.173 11.055
H 4.180 2.557 4.957
H 0.403 -5.785 -3.789
H -0.127 -3.947 -5.553
H -1.439 1.579 -5.986
H 0.341 -4.440 -2.582
H -3.865 -2.827 -3.335
H -4.854 -1.850 -6.069
H 4.542 1.405 -3.400
H 3.909 8.907 1.405
H -3.782 -4.447 -5.393
H 3.390 7.918 3.846
H -8.256 -7.607 -6.351
H -4.526 3.140 -2.992
H 1.067 0.931 -1.115
H -2.168 5.847 1.358
H -5.121 -8.345 -6.516
H 3.129 0.840 5.644
H -4.960 1.058 0.181
H -2.418 -4.504 -6.486
H -1.749 -5.621 -4.518
H -1.198 0.441 5.892
H 2.056 -2.225 -2.771
H -8.063 -6.354 -5.112
H -4.982 -1.475 -3.371
H 3.050 -2.550 -1.324
H 1.733 -0.560 3.654
H 4.259 3.415 3.367
H -1.455 5.739 -2.391
H -0.173 5.854 -1.170
H -3.275 1.668 7.285
H 5.645 -2.182 11.088
H -1.621 6.889 -1.052
H -1.581 0.443 -9.631
H 1.358 -0.931 7.951
H 1.978 -3.391 -4.597
H 1.075 -2.631 7.726
H -4.706 -7.045 -7.647
H 6.356 2.273 2.788
H 1.786 -0.472 -1.798
H -6.629 1.529 -0.240
H 2.370 -1.901 6.787
H 4.509 0.696 0.016
H -6.141 -8.043 -7.949
H 2.492 9.982 1.539
H 1.654 0.278 0.929
H 1.275 1.448 2.772
H 2.597 8.805 0.218
H -2.201 1.998 -7.530
H 0.624 -2.344 4.147
H -6.422 2.667 5.364
H 1.774 7.235 4.093
H 3.878 -4.628 -2.911
H -4.315 3.071 6.980
H 6.050 -2.221 7.889
H -0.515 -2.902 -4.194
H 2.611 -0.528 -3.889
H 4.922 -3.556 7.598
H -5.683 3.563 -1.717
H -5.328 2.068 4.089
H -0.454 -0.890 -9.319
H -6.619 1.028 4.718
H 2.389 -1.151 0.287
H -3.224 2.467 5.703
H -7.236 -7.910 -4.918
H 4.409 2.356 1.496
H -1.942 -2.006 -5.361
H -2.770 -2.355 -6.847
H -2.338 -4.344 -3.456
H -0.761 -2.895 5.131
H -5.486 -3.003 -4.110
H -3.839 -0.771 -5.142
H 4.934 0.368 -2.075
H 1.972 8.994 3.980
H 2.702 2.185 1.339
H 1.213 4.570 2.694
H -0.468 2.332 -7.265
H 5.589 -0.720 10.067
```

For the gap between HOMO and LUMO, the calculation gives 0.30702 Ha. As for the SMILES: CCCCCCCCCCCCCCCCCC[C@]1(CC=O)C(=O)N[C@@H](B(O)N(C)C)[C@H]1P(O)Br.CC(C)=O.CC(C)=O.CC(C)=O.CC(C)=O.CC(C)=O.CC(C)=O.CC(C)=O. The LUMO energy is 0.16 eV. Its energy is -155757.266 eV. As for the charge: 0. Its spin multiplicity is 1.

Entry 2:
Density functional theory data (wB97M-V/def2-TZVPD) for 16 unconnected molecules or ions with the total composition C47H97N12O20 in a non-equilibrium geometry.

The geometry in XYZ format:
```
176
Properties=species:S:1:pos:R:3
O 20.167 -19.181 -5.183
O 22.082 -12.565 0.071
O 14.199 -11.665 3.788
O 17.745 -21.989 1.894
O 12.022 -11.934 4.034
O 22.914 -17.766 2.172
O 14.685 -15.653 -2.035
O 21.023 -19.556 -2.341
O 15.339 -10.349 0.202
O 21.455 -21.672 -2.756
O 16.319 -20.240 -3.671
O 14.195 -19.377 1.337
O 19.563 -8.750 1.961
O 23.560 -12.755 -6.414
O 22.029 -13.918 -5.372
O 17.639 -13.658 -3.702
O 26.684 -12.879 -1.469
O 20.381 -18.232 0.209
O 20.598 -20.060 4.715
O 18.208 -12.311 -5.367
N 20.265 -18.123 3.916
N 15.187 -16.780 -3.875
N 19.287 -17.357 -6.065
N 19.567 -17.292 -0.448
N 17.423 -9.149 1.688
N 16.213 -20.002 -5.925
N 27.413 -13.886 -3.357
N 25.129 -17.893 1.983
N 17.525 -23.949 1.028
N 23.051 -11.371 1.658
N 13.266 -17.902 2.752
N 16.467 -9.548 -1.467
C 23.808 -19.108 0.350
C 24.190 -11.174 -4.725
C 17.995 -17.419 -0.325
C 22.592 -12.503 1.194
C 19.487 -10.876 -4.103
C 13.043 -12.300 3.506
C 21.637 -15.913 -0.746
C 13.638 -18.310 1.547
C 15.311 -12.182 3.062
C 25.650 -14.904 -2.013
C 19.112 -10.970 1.170
C 23.892 -18.162 1.575
C 14.878 -13.706 3.113
C 22.610 -13.652 2.102
C 15.172 -11.619 -1.874
C 19.477 -21.300 -1.602
C 20.718 -20.705 -2.250
C 15.627 -10.456 -0.958
C 19.441 -12.120 -3.341
C 15.933 -22.206 0.325
C 18.330 -19.464 4.469
C 20.872 -22.928 -2.470
C 23.357 -12.321 -4.129
C 20.105 -16.139 -1.123
C 21.653 -17.764 -6.223
C 18.325 -12.779 -4.151
C 19.818 -19.281 4.317
C 16.699 -20.530 -4.768
C 18.678 -9.539 1.658
C 26.620 -13.790 -2.325
C 17.655 -21.711 -4.877
C 17.143 -22.695 1.083
C 17.762 -18.368 0.794
C 14.253 -14.543 -4.058
C 18.005 -14.875 -0.596
C 17.368 -17.850 -1.677
C 13.435 -13.517 2.650
C 13.423 -17.333 0.350
C 22.865 -13.075 -5.318
C 19.169 -11.273 -5.566
C 24.263 -11.585 -6.160
C 20.046 -22.687 -1.239
C 17.401 -16.083 0.171
C 20.074 -16.155 -2.681
C 19.452 -14.911 -0.492
C 14.735 -15.675 -3.276
C 20.297 -18.152 -5.841
H 15.687 -19.142 -5.865
H 17.872 -18.657 -2.210
H 17.583 -15.769 1.199
H 14.113 -11.860 -1.785
H 23.780 -10.169 -4.624
H 20.528 -10.556 -4.061
H 24.721 -14.467 -1.647
H 28.124 -13.171 -3.414
H 25.993 -18.090 1.497
H 17.903 -20.267 3.869
H 20.771 -22.616 -0.429
H 15.699 -12.564 -1.737
H 19.036 -16.028 -2.987
H 16.327 -16.053 -0.018
H 25.322 -11.623 -6.416
H 23.481 -11.306 2.569
H 15.183 -21.985 1.083
H 15.318 -11.419 -2.935
H 20.557 -15.306 -3.165
H 17.026 -8.973 -0.853
H 24.158 -20.072 0.720
H 14.986 -17.090 -4.815
H 16.704 -18.458 1.043
H 16.243 -21.391 -0.330
H 20.368 -23.235 -3.386
H 21.896 -15.842 0.310
H 17.809 -18.561 4.151
H 16.358 -18.260 -1.665
H 22.077 -16.832 -5.851
H 12.873 -14.423 2.876
H 23.877 -10.759 -6.757
H 18.235 -19.667 5.535
H 18.790 -10.361 -6.027
H 18.862 -10.061 -3.739
H 18.683 -21.462 -2.331
H 19.907 -14.008 -0.899
H 19.995 -11.231 1.754
H 25.191 -17.122 2.633
H 22.195 -18.635 -5.855
H 21.270 -18.126 3.822
H 14.229 -17.486 -0.368
H 18.399 -11.725 1.501
H 27.037 -14.334 -4.181
H 17.837 -22.084 -5.884
H 17.326 -16.909 -2.225
H 23.092 -14.478 1.578
H 13.573 -16.274 0.559
H 21.585 -13.850 2.413
H 22.124 -16.878 -0.889
H 23.267 -13.495 2.958
H 25.556 -15.577 -2.866
H 17.231 -8.302 2.205
H 13.411 -13.251 1.593
H 19.637 -14.870 0.582
H 23.955 -13.041 -3.571
H 18.220 -18.169 1.763
H 25.082 -11.266 -4.105
H 15.530 -11.707 2.106
H 14.962 -14.107 4.123
H 15.427 -14.381 2.457
H 18.042 -19.397 0.565
H 16.311 -20.492 -6.803
H 21.613 -23.692 -2.233
H 22.996 -10.450 1.246
H 12.921 -17.022 3.108
H 20.088 -11.538 -6.088
H 19.755 -17.357 3.498
H 22.580 -11.996 -3.437
H 18.252 -24.355 1.601
H 19.578 -16.482 -6.478
H 16.521 -9.383 -2.462
H 18.633 -21.377 -4.532
H 17.732 -13.867 -0.283
H 16.269 -11.998 3.548
H 16.609 -9.650 1.364
H 14.570 -13.615 -3.581
H 19.248 -11.916 -2.288
H 17.051 -24.498 0.325
H 12.396 -17.499 0.025
H 14.736 -14.403 -5.026
H 15.634 -23.012 -0.345
H 20.363 -12.677 -3.510
H 19.379 -11.008 0.114
H 26.057 -15.475 -1.179
H 21.774 -17.845 -7.303
H 24.493 -18.788 -0.435
H 22.790 -19.218 -0.024
H 17.632 -14.946 -1.617
H 17.233 -22.562 -4.343
H 18.306 -17.527 -5.897
H 13.165 -14.551 -4.115
H 22.054 -15.101 -1.341
H 15.435 -17.508 -3.220
H 20.316 -17.099 -3.170
H 19.263 -23.418 -1.039
H 13.675 -18.545 3.414
H 19.127 -20.697 -0.764
```

For the gap between HOMO and LUMO, the calculation gives 0.18712 Ha. The LUMO energy is -5.52 eV. Its energy is -109138.162 eV. As for the charge: +1. Its spin multiplicity is 1.